1.
{
  "formula": "C13H14ClF2NO3",
  "method": "ωB97M-V/def2-TZVPD",
  "energy_ev": -39298.8846,
  "fmax_ev_per_a": 0.79,
  "homo_ev": -9.66,
  "e_above_lowest_kcal_mol": 0.0,
  "orbital_gap_ev": 9.6,
  "symbols": ["H", "H", "O", "H", "C", "H", "H", "C", "H", "C", "H", "H", "Cl", "H", "C", "H", "O", "C", "F", "H", "H", "C", "F", "H", "H", "C", "O", "C", "C", "C", "C", "N", "C", "C"],
  "xyz": [[2.907902, 0.925608, 0.173419], [-0.849734, 3.226758, -0.150512], [3.249850, 0.111635, -2.849703], [3.389418, -1.402890, -0.041971], [0.610078, 2.532850, -1.583989], [1.899381, 4.211378, -1.186557], [1.678556, 3.126036, 0.188726], [2.788706, -1.304996, -0.951659], [-0.634914, 4.296594, -1.536410], [1.819019, 3.162949, -0.894805], [0.758579, 2.558385, -2.665284], [3.972267, 2.971385, -0.791085], [-0.533498, 1.305620, 2.125755], [-0.579472, -2.754912, -0.549646], [-2.628705, -0.220897, 1.513239], [3.269935, 2.435726, -2.337674], [1.691404, -0.237854, 1.259877], [3.126121, 2.454764, -1.255305], [-3.109173, -3.260055, -0.408806], [-1.530675, 2.787446, -1.717705], [-3.216041, 0.484201, 2.079060], [-1.255730, -0.054834, 1.382278], [-4.569403, -1.456688, 1.054808], [0.527013, 1.483240, -1.290180], [2.990206, -2.121313, -1.645466], [0.971317, -0.816541, 0.481410], [1.399928, -1.403566, -0.633772], [3.077967, 0.039921, -1.654082], [-1.145492, -2.044998, 0.031593], [-0.681872, 3.255549, -1.224947], [-0.501392, -0.969270, 0.639210], [3.110645, 1.080251, -0.806959], [-3.250386, -1.299989, 0.915140], [-2.507340, -2.214813, 0.171114]],
  "forces_ev_per_a": [[0.0, -0.2, -0.2], [-0.1, 0.0, 0.1], [0.0, -0.1, -0.5], [-0.1, 0.0, -0.1], [0.0, 0.2, 0.2], [0.0, 0.1, 0.1], [0.0, 0.1, 0.1], [0.5, 0.1, -0.2], [-0.1, 0.1, 0.0], [0.1, -0.3, -0.3], [0.0, -0.1, 0.0], [0.0, 0.0, -0.1], [-0.1, 0.5, 0.3], [0.0, -0.1, -0.1], [0.1, -0.1, -0.1], [0.1, 0.1, 0.1], [0.0, -0.2, -0.1], [0.0, 0.3, 0.0], [-0.1, 0.1, 0.1], [-0.1, 0.0, 0.0], [-0.1, 0.1, 0.0], [-0.1, -0.5, -0.3], [0.2, -0.1, -0.1], [0.0, -0.1, -0.1], [0.0, 0.2, 0.1], [0.0, 0.1, 0.3], [-0.3, -0.1, -0.2], [-0.1, -0.6, 0.5], [-0.3, 0.1, 0.1], [0.1, -0.2, -0.1], [-0.1, 0.1, 0.1], [0.1, 0.4, 0.4], [0.2, 0.0, -0.1], [0.1, 0.1, 0.1]]
}

***

2.
{
  "formula": "C3H12N3O",
  "method": "ωB97M-V/def2-TZVPD",
  "energy_ev": -9816.6767,
  "charge": 1,
  "fmax_ev_per_a": 1.29,
  "homo_ev": -13.92,
  "e_above_lowest_kcal_mol": 49.3,
  "orbital_gap_ev": 10.8,
  "symbols": ["C", "C", "H", "H", "H", "H", "N", "N", "H", "H", "H", "H", "H", "H", "C", "N", "O", "H", "H"],
  "xyz": [[-0.700441, 1.987488, 0.570839], [1.506930, -1.475694, -1.062235], [-0.820422, 0.781741, -1.155983], [0.556815, -3.238268, -1.095492], [1.599360, -0.587661, -1.692580], [0.108364, 0.065455, 0.073305], [-0.763023, 0.702639, -0.144489], [0.408358, -2.306972, -1.477123], [-2.007350, 2.921643, 2.145555], [2.417694, -2.066556, -1.111298], [-0.632710, 2.840573, -0.098672], [0.163871, 2.004616, 1.236670], [1.338845, -1.745296, 0.943679], [-0.483263, -2.011806, -1.085835], [-1.951008, 2.084880, 1.440771], [1.380359, -0.908400, 0.355456], [-2.787260, 1.234794, 1.374293], [-1.606013, 0.202251, 0.171005], [2.270892, -0.485428, 0.612136]],
  "forces_ev_per_a": [[-0.2, 0.1, 0.5], [0.1, 0.7, 0.6], [-0.1, 0.3, -0.1], [-0.1, 0.0, -0.3], [0.1, -0.2, -0.2], [-0.1, 0.1, 0.4], [0.5, -0.5, -0.4], [0.1, -0.2, 0.8], [-0.1, 0.2, 0.0], [0.1, 0.1, -0.3], [0.0, 0.0, -0.1], [0.1, 0.0, -0.1], [-0.3, 0.4, 0.2], [0.1, 0.1, -0.3], [0.4, 0.1, 0.0], [0.1, -1.1, -0.6], [-0.4, -0.3, 0.0], [-0.2, 0.2, 0.1], [-0.1, 0.2, -0.1]]
}

***

3.
{
  "formula": "C4H8FN4S",
  "method": "ωB97M-V/def2-TZVPD",
  "energy_ev": -23779.8712,
  "charge": 1,
  "fmax_ev_per_a": 4.70,
  "homo_ev": -13.54,
  "e_above_lowest_kcal_mol": 78.1,
  "orbital_gap_ev": 9.9,
  "symbols": ["H", "N", "H", "C", "C", "F", "H", "S", "H", "N", "N", "C", "C", "H", "H", "H", "H", "N"],
  "xyz": [[-0.428590, -1.499307, 1.870556], [-1.791424, -1.017469, 0.487591], [-0.565446, 1.357238, -1.116212], [1.831553, -0.416531, -0.145750], [-2.198265, 0.138683, -0.324862], [1.728241, 1.935760, 0.398379], [-1.277344, 2.040844, 0.118037], [0.944478, -1.845491, -0.119043], [-2.268458, -0.046028, -1.341722], [3.046736, -0.251371, -0.707539], [1.322210, 0.616094, 0.533493], [-0.552591, -0.910177, 0.963705], [-1.010693, 1.116286, -0.187214], [-3.018370, 0.483215, 0.213807], [3.389405, 0.670773, -0.827310], [-2.446105, -1.778610, 0.312096], [3.509754, -1.054365, -1.066969], [-0.215094, 0.460454, 0.938962]],
  "forces_ev_per_a": [[0.5, 0.6, 0.2], [-1.8, 0.6, -2.1], [1.4, -0.8, -1.0], [2.0, 1.0, -0.7], [2.5, 0.6, 1.6], [-0.5, -1.9, -0.2], [-1.2, 2.8, 1.6], [0.2, -0.1, -0.4], [-1.0, -0.7, -1.8], [-2.1, -0.6, 0.7], [-3.7, -0.2, 2.0], [0.4, -1.9, 0.8], [-0.5, -2.9, 1.1], [-1.9, 1.1, -0.1], [0.6, 0.6, -0.1], [1.1, -0.4, 1.0], [0.4, -0.3, -0.4], [3.3, 2.5, -2.2]]
}